21
Properties=species:S:1:pos:R:3:forces:R:3 method="wB97M-V/def2-TZVPD" multiplicity=1 mol_weight_g_mol=130.21 smiles=CCCS.O.O.O e_tot_ha=-746.56787
S 0.85661 1.74185 -1.42523 -0.8 0.6 -0.9
O -4.12445 -1.38624 -2.88331 0.5 0.1 0.1
O -1.48891 -2.31825 -1.78470 1.4 0.6 -1.6
O 0.03120 -2.34287 0.60938 0.3 0.0 0.4
C 1.45525 1.98140 0.21621 0.5 1.4 0.6
C 0.67037 1.31002 1.35116 2.3 0.6 0.1
C 1.56473 1.30177 2.59066 0.0 0.0 2.3
H -0.61116 -1.89898 0.05685 -0.3 -0.1 -0.4
H -3.91908 -1.81837 -3.71075 -0.4 -0.2 -0.5
H 1.10272 0.77861 3.44805 -0.2 -0.3 -0.5
H 2.55668 0.85126 2.52331 -0.2 -0.3 -0.7
H -1.30426 -3.15210 -2.23595 -0.6 -0.6 0.5
H -0.22004 -2.09304 1.50229 0.1 -0.1 0.1
H 2.54775 2.00541 0.32511 -0.1 -1.0 -0.2
H 1.79665 2.23604 3.12455 -0.3 0.5 -0.9
H 1.32670 3.07047 0.30714 -0.4 -0.1 0.2
H -3.23394 -1.35519 -2.50244 -0.2 0.0 0.4
H -0.17676 1.96767 1.49543 -0.7 -0.6 0.2
H 1.48593 0.66678 -1.82186 0.6 -0.9 0.0
H 0.48905 0.26939 1.11236 -0.6 0.0 -0.2
H -0.80504 -1.81564 -2.29823 -0.8 0.2 0.9